1.
Molecular formula: C13H18N2O5
Method: DFT, ωB97M-V/def2-TZVPD

Element x y z (Å)
O: 3.61 -2.20 -0.68
O: 1.13 2.95 0.66
O: 1.97 -2.09 1.62
O: -6.26 -1.26 0.08
O: 2.74 -0.02 2.25
N: -0.12 0.70 -1.75
N: 2.17 1.18 -0.05
C: -0.27 1.59 -0.60
C: -5.05 -0.74 0.07
C: -4.84 0.45 0.79
C: 1.05 1.93 0.00
C: -2.71 -0.69 -0.58
C: -3.64 1.03 0.91
C: -1.10 0.95 0.45
C: -2.56 0.44 0.19
C: 2.38 -0.75 1.39
C: -3.92 -1.39 -0.46
C: 3.50 -0.81 -0.89
C: 4.75 -0.12 -0.54
C: 2.22 -0.32 -0.05
H: 2.10 -2.31 2.53
H: 5.69 -0.55 -0.82
H: 2.73 1.52 0.81
H: -0.63 0.06 0.82
H: -0.80 1.10 -2.39
H: -0.67 2.60 -0.71
H: -3.53 1.88 1.58
H: -3.87 -2.41 -0.77
H: -1.22 1.69 1.33
H: 0.80 0.72 -2.15
H: 3.30 -0.73 -2.00
H: 4.72 0.85 -1.12
H: 1.32 -0.66 -0.58
H: -6.41 -2.18 -0.07
H: -1.85 -1.10 -1.16
H: -5.77 0.81 1.26
H: 4.90 0.19 0.50
H: 4.16 -2.30 0.15

Summary:
max |F|: 3.7 eV/Å
DFT total energy: -26989.495 eV
relative energy (zero: lowest compared OMol25 entry of this formula, charge and spin): 2.729 eV
HOMO: -8.21 eV
total charge: 0

Atom charges from the Mulliken analysis, given in e for atoms 1 to 2:
1 O -0.566
2 O -0.702

2.
Molecular formula: C13H18N2Pd
Method: DFT, ωB97M-V/def2-TZVPD

Element x y z (Å)
Pd: -0.87 -0.71 -0.05
N: -0.16 -1.78 -3.19
N: 0.17 1.06 -0.39
C: 1.56 2.86 -0.39
C: -0.40 -2.97 0.47
C: 0.24 1.58 -1.68
C: 0.60 -2.39 -0.40
C: 1.46 -1.56 0.39
C: 1.07 2.74 -1.65
C: -2.57 0.42 2.09
C: 0.99 -1.61 1.74
C: -2.54 0.02 0.80
C: 1.33 1.55 1.81
C: -0.16 -2.46 1.78
C: -0.25 0.87 -2.85
C: 0.96 1.82 0.41
H: 2.19 0.85 1.86
H: 0.51 1.15 2.43
H: -2.31 0.51 -0.14
H: 1.33 3.28 -2.55
H: -2.34 1.45 2.24
H: 2.34 -1.06 0.01
H: -2.85 -0.98 0.34
H: -2.74 -0.25 2.89
H: 2.31 3.52 0.02
H: -1.01 -1.87 -2.51
H: -0.71 -2.74 2.68
H: -1.16 -3.72 0.16
H: -0.44 -0.55 -2.84
H: 1.70 2.49 2.28
H: -1.05 1.49 -3.35
H: 0.58 0.84 -3.58
H: 1.47 -1.15 2.60
H: 0.77 -2.67 -1.43

Summary:
<S²>: 2.0300
max |F|: 3.2 eV/Å
DFT total energy: -20223.000 eV
2S+1: 3
relative energy (zero: lowest compared OMol25 entry of this formula, charge and spin): 0.346 eV
HOMO (spin up / spin down): 0.51 / 1.13 eV
total charge: -2

Atom charges from the Mulliken analysis, given in e for atoms 1 to 2:
1 Pd 0.168
2 N -0.917

3.
Molecular formula: C13H18N4O3S
Method: DFT, ωB97M-V/def2-TZVPD

Element x y z (Å)
S: -0.21 -0.36 2.64
O: -1.63 -5.19 1.27
O: 0.51 3.42 -1.71
O: 1.89 -0.02 -4.33
N: 1.17 1.64 -2.97
N: 0.64 -0.85 0.10
N: 1.31 -0.57 -2.21
N: 0.13 1.29 0.53
C: -2.40 3.60 2.16
C: -0.93 -2.93 1.89
C: -2.68 1.65 0.64
C: -0.38 2.45 1.21
C: 0.85 -0.11 -1.01
C: 1.49 0.32 -3.25
C: 0.54 1.22 -0.79
C: 0.14 -2.15 2.62
C: 1.62 -1.97 -2.39
C: 0.20 0.02 1.00
C: 0.71 2.22 -1.79
C: -0.63 -4.44 1.91
C: -1.88 2.49 1.29
H: -0.59 -4.80 2.93
H: -1.71 -4.90 0.36
H: 1.32 2.27 -3.75
H: -2.01 4.55 1.82
H: 0.70 -2.57 -2.33
H: -0.97 -2.59 0.85
H: 2.08 -2.09 -3.36
H: -3.48 3.63 2.14
H: -3.75 1.72 0.72
H: 0.20 -2.44 3.67
H: -0.02 3.32 0.66
H: 2.30 -2.30 -1.60
H: 0.04 2.46 2.22
H: 1.11 -2.27 2.14
H: -2.07 3.45 3.19
H: -1.91 -2.76 2.35
H: 0.35 -4.62 1.44
H: -2.30 0.86 0.01

Summary:
max |F|: 1.4 eV/Å
DFT total energy: -36712.584 eV
relative energy (zero: lowest compared OMol25 entry of this formula, charge and spin): 0.000 eV
HOMO: -8.15 eV
total charge: 0

Atom charges from the Mulliken analysis, given in e for atoms 1 to 2:
1 S -0.122
2 O -0.518

4.
Molecular formula: C13H18N4O6
Method: DFT, ωB97M-V/def2-TZVPD

Element x y z (Å)
O: 0.03 -3.42 0.20
O: -1.60 0.84 -0.64
O: 0.46 0.60 -1.39
O: -2.24 -0.54 2.36
O: 1.14 2.24 2.51
O: 3.21 -0.76 0.10
N: -0.51 0.89 2.51
N: 0.97 -1.27 -0.04
N: -1.24 -1.52 -0.23
N: 1.07 1.13 0.61
C: -2.54 -2.21 -0.37
C: -0.60 2.61 -2.06
C: 2.78 -2.99 -0.40
C: -0.79 1.23 3.85
C: -0.79 1.09 -1.77
C: 2.32 -1.61 0.01
C: -1.36 0.03 1.75
C: -0.06 -2.21 0.06
C: -1.04 -0.13 0.21
C: 2.23 1.85 0.14
C: -1.36 0.32 -3.02
C: 0.40 0.05 -0.06
C: 0.54 1.43 1.86
H: -0.52 -0.02 -3.61
H: 2.50 1.59 -0.90
H: -2.82 -2.87 0.53
H: 2.28 -3.29 -1.26
H: -0.57 3.25 -1.16
H: 3.87 -3.01 -0.50
H: 2.95 1.60 0.91
H: -1.86 -0.53 -2.65
H: -0.33 0.57 4.55
H: 2.06 2.94 0.12
H: 0.36 2.80 -2.64
H: -2.14 0.81 -3.68
H: 2.43 -3.66 0.45
H: -0.24 2.22 4.14
H: -2.39 -2.77 -1.26
H: -3.26 -1.42 -0.49
H: -1.39 2.90 -2.77
H: -1.93 1.22 4.03

Summary:
max |F|: 5.5 eV/Å
DFT total energy: -32018.202 eV
relative energy (zero: lowest compared OMol25 entry of this formula, charge and spin): 0.000 eV
HOMO: -9.61 eV
total charge: 0

Atom charges from the Mulliken analysis, given in e for atoms 1 to 2:
1 O -0.670
2 O -0.557

5.
Molecular formula: C13H18NO3P
Method: DFT, ωB97M-V/def2-TZVPD

Element x y z (Å)
P: -0.34 0.10 0.51
O: -0.59 0.76 -0.96
O: 0.79 0.98 1.28
O: 0.04 -1.38 0.35
N: -2.88 -1.75 2.48
C: -4.36 3.85 0.33
C: -3.05 4.21 2.42
C: 1.24 2.01 0.43
C: -2.30 5.33 2.12
C: -3.97 3.55 1.62
C: -2.37 -0.76 1.96
C: 2.19 2.97 1.12
C: -1.46 -0.03 -1.71
C: -1.87 0.29 1.43
C: -3.00 5.87 -0.20
C: -1.70 0.56 -3.09
C: -3.93 4.89 -0.48
C: -2.27 6.07 0.96
H: -1.64 5.68 2.91
H: -2.91 3.80 3.41
H: 1.72 1.52 -0.44
H: 0.35 2.54 0.04
H: -2.41 -0.10 -1.14
H: -1.60 6.92 0.95
H: -2.82 6.59 -1.00
H: 3.06 2.44 1.50
H: -4.37 4.93 -1.47
H: -2.05 1.59 -3.01
H: -5.10 3.20 -0.10
H: 2.54 3.75 0.45
H: -1.03 -1.04 -1.76
H: -4.46 2.70 2.07
H: -0.77 0.58 -3.67
H: 1.70 3.45 1.97
H: -2.44 -0.01 -3.66
H: -2.26 1.27 1.60

Summary:
max |F|: 12.2 eV/Å
DFT total energy: -30690.432 eV
relative energy (zero: lowest compared OMol25 entry of this formula, charge and spin): 1.635 eV
HOMO: -5.91 eV
total charge: 0

Atom charges from the Mulliken analysis, given in e for atoms 1 to 2:
1 P 0.933
2 O -0.278

6.
Molecular formula: C13H18NO6S2
Method: DFT, ωB97M-V/def2-TZVPD

Element x y z (Å)
S: -2.43 0.41 0.15
S: 3.70 -1.88 -1.68
O: 3.39 -3.37 -1.79
O: 4.00 -1.30 -3.04
O: -2.51 -2.28 -1.68
O: -2.22 3.48 1.98
O: 0.02 1.96 -1.22
O: 1.74 -2.75 0.69
N: -3.11 -4.53 -1.66
C: 2.17 -1.07 -1.07
C: -1.32 -3.71 0.04
C: 5.14 -1.74 -0.53
C: -1.59 4.38 1.21
C: -0.12 4.45 1.67
C: 1.28 -1.79 0.01
C: -2.25 5.76 1.44
C: -0.23 -1.39 0.28
C: -2.34 -3.39 -1.13
C: 1.69 0.18 -1.55
C: 0.31 0.78 -0.99
C: -0.71 -0.15 -0.17
C: -1.12 -2.47 1.08
H: -2.43 1.74 0.61
H: 0.43 5.22 1.10
H: 4.90 -1.97 0.56
H: -3.27 -5.14 -0.84
H: 5.89 -2.55 -0.87
H: -4.01 -4.12 -1.98
H: -1.56 4.24 0.11
H: -0.02 4.71 2.73
H: 0.40 3.50 1.50
H: -0.31 -3.94 -0.46
H: -0.56 -2.87 2.00
H: -2.12 -2.05 1.41
H: 2.28 0.73 -2.36
H: -1.73 6.54 0.87
H: -1.59 -4.64 0.63
H: 5.71 -0.75 -0.66
H: -2.23 6.05 2.50
H: -3.29 5.75 1.11

Summary:
max |F|: 5.4 eV/Å
DFT total energy: -49214.279 eV
relative energy (zero: lowest compared OMol25 entry of this formula, charge and spin): 0.000 eV
HOMO: -2.99 eV
total charge: -1

Atom charges from the Mulliken analysis, given in e for atoms 1 to 2:
1 S -0.238
2 S 1.292

7.
Molecular formula: C13H19As2F6NReS4
Method: DFT, ωB97M-V/def2-TZVPD

Element x y z (Å)
Re: -0.11 -1.28 0.43
As: -1.36 -4.40 0.77
As: 2.54 -4.55 0.48
S: 2.03 -1.34 -0.48
S: 1.96 -2.27 1.28
S: 3.04 -4.42 -1.51
S: 3.53 -5.76 1.79
F: -2.38 -4.95 2.03
F: -2.67 -3.53 0.01
F: 0.05 -5.10 1.58
F: -1.01 -2.84 1.78
F: -1.53 -5.78 -0.23
F: -0.24 -3.68 -0.46
N: 0.06 0.92 -0.43
C: -1.24 1.63 -0.50
C: 1.98 1.79 -2.34
C: 0.25 1.72 2.42
C: 2.40 2.80 1.79
C: 3.25 2.81 -0.44
C: -2.36 0.58 -0.64
C: 2.14 2.10 -0.88
C: 3.38 3.16 0.89
C: 1.16 1.72 0.05
C: -1.94 -0.58 0.23
C: -2.43 0.08 -2.10
C: -3.71 1.19 -0.26
C: 1.28 2.08 1.39
H: 1.01 2.13 -2.71
H: -3.25 -0.61 -2.21
H: 0.31 0.67 -1.39
H: 0.71 1.66 3.40
H: -1.51 -0.43 -2.37
H: -2.60 0.93 -2.76
H: -0.22 0.76 2.18
H: 2.07 0.72 -2.53
H: -1.24 2.32 -1.34
H: 4.01 3.10 -1.15
H: -4.50 0.44 -0.37
H: 2.74 2.29 -2.91
H: -1.39 2.18 0.43
H: 4.26 3.69 1.22
H: 2.50 3.07 2.83
H: -2.81 -1.03 0.74
H: -0.52 2.48 2.47
H: -3.70 1.54 0.76
H: -3.95 2.02 -0.92

Summary:
<S²>: 0.9005
max |F|: 2.8 eV/Å
DFT total energy: -198733.614 eV
2S+1: 2
HOMO (spin up / spin down): -8.19 / -7.74 eV
total charge: 0

Atom charges from the Mulliken analysis, given in e for atoms 1 to 2:
1 Re 0.629
2 As 2.130

8.
Molecular formula: C13H19AsF5FeO3S4Sb
Method: DFT, ωB97M-V/def2-TZVPD

Element x y z (Å)
Sb: 1.97 -0.95 -2.39
As: -0.68 4.02 -1.74
Fe: -0.32 -0.38 -0.34
S: 1.32 1.01 -0.93
S: -1.22 3.79 0.27
S: 0.90 -0.54 -4.34
S: 0.43 -2.37 -1.01
F: -4.87 -4.15 -3.70
F: -4.15 -1.99 -5.20
F: -2.69 -2.26 0.03
F: -2.70 0.01 -4.11
F: -4.13 -4.26 -1.07
O: 0.65 -0.69 1.79
O: -1.88 -0.11 -1.49
O: -1.64 0.38 1.23
C: 1.17 4.47 -2.01
C: -3.76 -2.06 -3.91
C: -4.14 -3.16 -3.16
C: -1.13 2.61 -2.97
C: -3.76 -3.21 -1.83
C: -2.59 -1.08 -2.02
C: 2.04 -0.97 1.81
C: -3.01 0.75 1.08
C: -3.01 -2.19 -1.28
C: -3.01 -1.04 -3.36
C: 0.32 0.48 2.52
C: -1.18 0.53 2.56
C: -1.59 5.57 -2.48
H: 2.20 -1.82 1.15
H: -3.65 0.05 1.63
H: 0.72 1.36 2.01
H: -0.29 1.92 -3.09
H: 1.40 5.36 -1.43
H: -2.66 5.39 -2.45
H: -1.59 -0.28 3.18
H: 0.73 0.42 3.54
H: 1.35 4.65 -3.07
H: 2.61 -0.11 1.44
H: 2.34 -1.22 2.83
H: -1.38 3.06 -3.93
H: -1.97 2.05 -2.57
H: -1.35 6.44 -1.86
H: -3.15 1.77 1.44
H: -1.26 5.74 -3.50
H: -3.24 0.71 0.02
H: -1.52 1.49 2.97
H: 1.78 3.63 -1.67

Summary:
<S²>: 8.7709
max |F|: 0.2 eV/Å
DFT total energy: -178626.660 eV
2S+1: 6
relative energy (zero: lowest compared OMol25 entry of this formula, charge and spin): 0.000 eV
HOMO (spin up / spin down): -4.07 / -4.22 eV
total charge: -1

Atom charges from the Mulliken analysis, given in e for atoms 1 to 2:
1 Sb 0.346
2 As 0.452

9.
Molecular formula: C13H19BFN2O
Method: DFT, ωB97M-V/def2-TZVPD

Element x y z (Å)
F: -3.05 0.32 0.17
O: 0.51 -2.66 0.83
N: 1.74 0.98 0.55
N: 3.48 0.64 -1.20
C: -2.80 -0.65 -1.97
C: -3.51 -0.50 -0.79
C: 2.57 -0.82 3.67
C: -4.70 -1.20 -0.58
C: 2.06 -0.49 0.45
C: 3.22 -0.76 -0.68
C: 0.95 3.86 -0.32
C: 2.45 3.28 -0.64
C: 2.62 1.66 -0.48
C: -5.18 -2.05 -1.57
C: -3.27 -1.51 -2.96
C: 1.09 -1.22 3.08
C: -4.47 -2.21 -2.76
B: 1.21 -1.50 1.43
H: 2.73 3.59 -1.75
H: 3.35 -1.61 3.25
H: 4.16 0.90 -1.97
H: 0.39 -0.25 3.19
H: -6.11 -2.59 -1.42
H: 1.04 1.34 1.23
H: 0.25 3.14 0.27
H: 1.01 4.87 0.31
H: -5.23 -1.07 0.36
H: 3.28 3.80 0.06
H: -1.88 -0.09 -2.11
H: 3.65 -1.80 -0.99
H: -4.84 -2.87 -3.53
H: -2.72 -1.63 -3.89
H: 2.52 -0.83 4.85
H: 0.58 -2.14 3.60
H: 2.81 0.28 3.27
H: -0.33 -2.24 0.43
H: 0.43 4.03 -1.38

Summary:
max |F|: 7.7 eV/Å
DFT total energy: -22199.788 eV
HOMO: -11.42 eV
total charge: +1

Atom charges from the Mulliken analysis, given in e for atoms 1 to 2:
1 F -0.318
2 O -0.504

10.
Molecular formula: C13H19BN2O12Tl
Method: DFT, ωB97M-V/def2-TZVPD

Element x y z (Å)
Tl: -21.16 5.85 16.56
O: -17.78 5.73 14.55
O: -14.13 4.52 16.32
O: -18.75 4.17 11.65
O: -13.46 6.92 14.61
O: -15.56 6.52 13.92
O: -19.93 5.64 13.97
O: -15.81 4.40 14.85
O: -16.46 6.62 16.81
O: -16.83 4.88 12.63
O: -18.48 7.11 16.54
O: -23.35 4.42 15.37
O: -17.09 8.64 17.08
N: -17.34 7.49 16.84
N: -22.73 4.23 14.11
C: -14.73 4.89 15.38
C: -14.44 6.29 14.56
C: -22.18 3.54 11.41
C: -21.60 2.30 15.01
C: -23.28 5.14 13.11
C: -23.11 6.58 13.61
C: -18.77 5.44 13.74
C: -22.47 2.82 13.86
C: -21.62 2.75 12.60
C: -24.76 4.88 12.78
C: -22.50 4.98 11.80
C: -18.16 4.74 12.50
C: -23.72 1.93 13.73
B: -16.50 5.38 13.94
H: -22.15 2.25 15.95
H: -23.77 6.67 14.48
H: -21.57 5.56 11.73
H: -22.09 6.88 13.85
H: -20.65 3.22 12.78
H: -24.91 4.06 12.09
H: -20.60 2.74 14.98
H: -23.58 7.26 12.90
H: -23.42 0.89 13.78
H: -23.10 3.06 11.07
H: -25.29 4.46 13.66
H: -23.02 5.49 10.98
H: -21.50 3.48 10.56
H: -21.38 1.24 14.83
H: -21.40 1.73 12.30
H: -25.32 5.78 12.52
H: -24.16 3.90 15.34
H: -24.23 2.07 12.78
H: -24.38 2.08 14.59

Summary:
max |F|: 1.9 eV/Å
DFT total energy: -46696.413 eV
relative energy (zero: lowest compared OMol25 entry of this formula, charge and spin): 0.000 eV
HOMO: -11.91 eV
total charge: +1

Atom charges from the Mulliken analysis, given in e for atoms 1 to 2:
1 Tl 1.084
2 O -0.509

11.
Molecular formula: C13H19BrFeSi
Method: DFT, ωB97M-V/def2-TZVPD

Element x y z (Å)
Br: 0.93 -1.88 1.84
Fe: -1.03 -0.52 1.37
Si: -0.73 0.84 3.26
C: 2.88 0.27 -0.74
C: -1.42 -1.80 -0.77
C: -2.43 -1.38 0.20
C: -2.73 0.03 -0.14
C: 2.33 0.36 -2.08
C: -1.25 -0.78 -1.71
C: 1.43 2.10 -0.81
C: 2.32 1.35 0.02
C: 1.37 1.44 -2.08
C: -2.07 1.98 2.67
C: 0.87 1.69 3.65
C: -1.98 0.33 -1.31
C: -1.37 -0.56 4.25
H: 2.37 1.43 1.11
H: -0.73 -0.87 -2.64
H: -2.76 -1.97 1.07
H: 2.55 -0.30 -2.91
H: -1.95 1.28 -1.84
H: -0.99 -2.78 -0.86
H: 0.66 1.64 -2.88
H: -2.14 -1.10 3.66
H: 0.58 2.68 -0.40
H: -3.49 0.68 0.33
H: 3.49 -0.55 -0.35
H: 1.08 2.50 2.93
H: -2.20 2.45 3.66
H: -2.94 1.37 2.39
H: -1.84 0.03 5.05
H: 0.63 2.12 4.65
H: -1.89 2.72 1.89
H: 1.72 1.00 3.69
H: -0.60 -1.25 4.58

Summary:
<S²>: 8.7759
max |F|: 2.9 eV/Å
DFT total energy: -126093.585 eV
2S+1: 6
HOMO (spin up / spin down): -2.62 / -2.52 eV
total charge: -1

Atom charges from the Mulliken analysis, given in e for atoms 1 to 2:
1 Br -0.600
2 Fe 0.310

12.
Molecular formula: C13H19ClOSiV
Method: DFT, ωB97M-V/def2-TZVPD

Element x y z (Å)
V: 0.09 0.35 -1.74
Cl: 1.92 1.10 -0.44
Si: -0.30 0.51 2.61
O: -0.72 0.76 1.10
C: -1.16 1.60 -2.92
C: -1.84 -0.31 3.47
C: -0.33 -1.68 0.04
C: 0.35 1.98 3.58
C: -0.83 0.47 -3.72
C: 0.59 0.36 -3.81
C: 1.04 -1.75 -0.34
C: 0.07 2.27 -2.58
C: 1.16 1.46 -3.12
C: -0.28 -1.92 -2.24
C: 1.08 -1.80 -1.77
C: -1.16 -1.69 -1.13
C: 1.09 -0.79 3.02
H: 2.06 -0.45 2.63
H: 2.22 1.64 -3.02
H: -0.27 2.87 3.42
H: -1.56 -0.13 -4.26
H: -2.17 1.93 -2.64
H: -1.98 -1.35 3.10
H: 0.14 3.17 -1.98
H: -1.75 -0.36 4.57
H: -0.61 -2.27 -3.21
H: 1.15 -0.42 -4.33
H: 1.38 2.23 3.29
H: 0.89 -1.79 2.60
H: -2.26 -1.72 -1.16
H: -2.74 0.28 3.21
H: -0.67 -1.80 1.06
H: 1.86 -1.71 0.36
H: 0.37 1.77 4.66
H: 1.96 -1.91 -2.39
H: 1.17 -0.89 4.11

Summary:
<S²>: 3.7670
max |F|: 3.1 eV/Å
DFT total energy: -61924.448 eV
2S+1: 4
relative energy (zero: lowest compared OMol25 entry of this formula, charge and spin): 1.783 eV
HOMO (spin up / spin down): 1.20 / -0.16 eV
total charge: -2

Atom charges from the Mulliken analysis, given in e for atoms 1 to 2:
1 V 0.381
2 Cl -0.635